Entry 1:
57
Properties=species:S:1:pos:R:3 method="wB97M-V/def2-TZVPD" orbital_gap_ev=9.1 homo_ev=-8.93 multiplicity=1 e_above_lowest_ev=0.0000
S -2.1613 4.2718 -1.9830
S -1.3278 4.0255 -0.1861
C -1.8742 2.4319 0.5360
C -0.6618 1.5811 0.9612
C 0.0237 0.9535 -0.2545
N 1.1582 0.0806 0.1986
H -1.3702 3.6150 -2.8851
H -2.5590 2.6564 1.3941
H -2.5667 1.8657 -0.1611
H 0.0772 2.2157 1.6134
H -1.0112 0.7358 1.6409
H -0.7077 0.3616 -0.8914
H 0.5261 1.7860 -0.9217
H 1.9619 0.5745 0.3877
H 0.8870 -0.4695 1.0305
H 1.8052 0.3696 2.7318
H 0.4318 -0.2897 3.2842
O 1.2758 -0.4650 2.8277
H -1.3039 -3.1307 0.8152
H -1.1962 -3.6413 2.2736
O -1.8464 -3.3559 1.5646
H -0.3720 -3.4926 -0.8210
H 1.5258 -2.6098 -0.2388
O -0.2173 -2.6611 -0.4571
H 1.0864 -2.1422 2.3425
H 0.4726 -2.8640 1.1140
O 0.8440 -3.0056 1.9982
H 1.2011 1.5480 -3.0382
H 1.6737 0.1737 -2.4420
O 1.9464 1.1474 -2.5584
H -0.3222 1.9621 -4.7112
H -0.7606 1.0952 -3.4296
O -0.3251 1.9673 -3.7166
H -2.9999 -1.7593 -0.9174
H -1.5073 -1.7619 -0.6076
O -2.2839 -1.1718 -0.7485
H -2.6254 -0.7133 0.9591
H -2.5936 -1.8673 1.9216
O -2.7987 -0.8775 1.8730
H 3.4964 1.7854 2.5527
H 2.7442 2.1303 1.2109
O 2.5964 1.7429 2.1219
H 1.5993 -1.8940 -2.6364
H 0.3593 -1.9181 -1.4790
O 0.9370 -1.3385 -2.2296
H -0.5176 -0.8915 -3.0178
H -1.8709 -0.5621 -2.3872
O -1.4039 -0.4092 -3.1637
H 1.4503 -0.6155 -0.5662
H 2.8064 -2.9069 0.4850
O 2.4424 -2.4047 -0.2153
H 2.9122 3.3660 -0.6872
H 2.6360 1.9929 -1.2113
O 2.9458 2.4511 -0.4468
H -1.8624 -0.3837 3.1114
H -1.5928 0.7221 4.2522
O -1.1825 -0.0062 3.8079

Entry 2:
13
Properties=species:S:1:pos:R:3 method="wB97M-V/def2-TZVPD" orbital_gap_ev=10.2 homo_ev=-9.22 smiles="CN1CC(=O)C1" multiplicity=1 e_above_lowest_ev=1.9997
C 0.0583 1.5676 0.1837
N -0.0410 0.3565 -0.6062
C 1.0343 -0.6294 -0.3551
C -0.0290 -1.6259 0.0987
O -0.0194 -2.7394 0.5408
C -1.1051 -0.5769 -0.1726
H -0.8286 2.1880 0.0215
H 0.1492 1.3707 1.2705
H 0.9342 2.1443 -0.1294
H 1.5936 -0.9185 -1.2523
H 1.7436 -0.3524 0.4381
H -1.6587 -0.2693 0.7264
H -1.8192 -0.8373 -0.9625

Entry 3:
125
Properties=species:S:1:pos:R:3 method="wB97M-V/def2-TZVPD" orbital_gap_ev=6.1 homo_ev=-4.09 multiplicity=1 e_above_lowest_ev=1.2584 total_charge=-1
Y -0.8780 -0.4235 -0.6674
C -3.8122 -1.7928 0.5756
C -4.5439 -0.4622 0.6179
C -4.7949 0.1093 -0.7363
C -6.0656 0.4602 -1.1659
C -6.2163 1.0585 -2.4050
C -5.0816 1.3076 -3.1544
C -3.8537 0.9067 -2.6516
N -3.7005 0.2870 -1.4811
N -2.5497 -1.7923 1.3734
C -2.9423 -1.4881 2.7614
C -1.8942 -1.5815 3.8410
C -2.2619 -2.1166 5.0755
C -1.3698 -2.0594 6.1297
C -0.1408 -1.4528 5.9205
C 0.1441 -0.9738 4.6535
N -0.6923 -1.0589 3.6184
C -2.0456 -3.1743 1.3842
C -1.7924 -3.7406 0.0171
C -2.1644 -5.0478 -0.2420
C -1.9199 -5.5944 -1.4925
C -1.3479 -4.7912 -2.4515
C -1.0352 -3.4825 -2.1215
N -1.2148 -2.9548 -0.9056
H -3.5735 -2.0591 -0.4556
H -4.4572 -2.5943 0.9698
H -3.9364 0.2921 1.1222
H -5.4797 -0.5363 1.1751
H -6.9153 0.2657 -0.5248
H -7.1975 1.3293 -2.7742
H -5.1304 1.7790 -4.1262
H -2.9490 1.0705 -3.2210
H -3.7507 -2.1840 3.0371
H -3.3653 -0.4845 2.7998
H -3.2434 -2.5562 5.1971
H -1.6310 -2.4685 7.0973
H 0.5893 -1.3527 6.7120
H 1.0897 -0.4836 4.4614
H -2.7790 -3.8226 1.8877
H -1.1324 -3.2071 1.9766
H -2.6478 -5.6231 0.5364
H -2.2039 -6.6150 -1.7134
H -1.1740 -5.1361 -3.4604
H -0.6205 -2.8188 -2.8655
S -3.9590 -2.6382 -2.8679
C -3.2888 -1.9599 -4.2873
C -4.0306 -2.2979 -5.4879
N -4.6494 -2.5901 -6.4139
C -2.1892 -1.1654 -4.4948
S -0.9887 -0.4895 -3.3838
C -1.8713 -0.7735 -5.8356
N -1.5679 -0.4460 -6.8993
C 2.8009 -0.8028 2.3366
Sb 2.9720 0.2158 0.4229
C 1.6819 -1.0178 -0.8607
C 2.2269 -0.6130 -2.1950
C 2.0278 -1.3794 -3.3597
C 2.5558 -0.9708 -4.5627
C 3.2878 0.2112 -4.6225
C 3.4417 0.9164 -3.4478
N 2.9375 0.5236 -2.2792
Si 2.3132 -2.7586 -0.4590
C 1.4710 -3.4502 1.0857
C 4.1997 -2.8421 -0.2059
C 2.1924 -4.1205 -1.7641
C 2.2427 2.2773 0.9279
C 1.5851 2.8174 -0.3348
C 1.7857 4.1500 -0.7282
C 1.2764 4.6222 -1.9194
C 0.5588 3.7490 -2.7216
C 0.3676 2.4641 -2.2548
N 0.8438 2.0041 -1.0941
Si 4.0320 3.0090 1.0957
C 5.0969 2.0032 2.2909
C 4.8992 3.0422 -0.5746
C 4.1639 4.7856 1.7591
Si 1.2135 2.7899 2.4260
C 2.2042 2.6731 4.0285
C -0.3774 1.8656 2.7731
C 0.6525 4.5838 2.2461
H 3.5655 -1.5804 2.3013
H 1.8486 -1.2685 2.5664
H 3.0775 -0.1028 3.1274
H 1.4240 -2.2703 -3.3181
H 2.3692 -1.5533 -5.4566
H 3.7048 0.5794 -5.5497
H 3.9954 1.8512 -3.4337
H 2.1852 -3.6392 1.8897
H 0.9659 -4.3913 0.8520
H 0.7302 -2.7528 1.4747
H 4.6708 -2.0560 0.3823
H 4.6698 -2.8181 -1.1937
H 4.4535 -3.8022 0.2552
H 1.1964 -4.3843 -2.1097
H 2.6078 -5.0064 -1.2687
H 2.8184 -3.9071 -2.6308
H 2.3586 4.8084 -0.0961
H 1.4499 5.6492 -2.2176
H 0.1472 4.0417 -3.6776
H -0.2000 1.7667 -2.8560
H 5.5089 1.1157 1.8109
H 4.5690 1.6851 3.1874
H 5.9358 2.6294 2.6102
H 5.4844 2.1345 -0.7295
H 5.5681 3.9059 -0.6237
H 4.1919 3.1135 -1.4008
H 3.5410 5.0122 2.6236
H 3.9611 5.5345 0.9920
H 5.2067 4.9214 2.0632
H 2.4521 1.6352 4.2711
H 1.5608 3.0484 4.8302
H 3.1295 3.2481 4.0492
H -0.6065 1.0443 2.1007
H -1.2193 2.5564 2.7093
H -0.3595 1.4682 3.7903
H 1.4220 5.3239 2.0344
H 0.1728 4.8524 3.1934
H -0.1096 4.6550 1.4662
C -2.6167 3.6555 -0.4235
C -2.4833 2.3736 0.3741
O -3.1727 2.1832 1.3707
O -1.6062 1.5524 -0.0952
H -3.0191 4.4532 0.1975
H -3.3157 3.4678 -1.2437
H -1.6611 3.9424 -0.8615

Entry 4:
18
Properties=species:S:1:pos:R:3 method="wB97M-V/def2-TZVPD" orbital_gap_ev=7.2 homo_ev=-3.50 multiplicity=1 e_above_lowest_ev=2.4890 total_charge=-1
C 1.2860 -1.0698 2.2693
C 1.5020 -2.6116 2.0334
C 0.7200 -0.3596 0.9090
H 0.5429 -0.8465 3.0316
H 2.1383 -0.7247 2.6772
H 0.5387 -2.9867 1.9131
H 1.9922 -3.1484 2.6945
H 1.4660 -0.1387 0.0401
H -0.0640 -0.9261 0.2299
H 2.0266 -2.6490 1.0306
H 0.1701 0.6315 1.1300
C -1.0957 2.2637 -0.4027
C -0.9588 0.9003 -1.5968
O -0.6863 1.2883 -2.7591
O -1.1183 -0.2030 -1.1189
H -1.8662 1.8634 0.1308
H -1.2026 3.2140 -0.9627
H -0.0266 2.2905 -0.1650

Entry 5:
21
Properties=species:S:1:pos:R:3 method="wB97M-V/def2-TZVPD" orbital_gap_ev="7.7 / 7.7" homo_ev="-13.04 / -13.04" multiplicity=1 e_above_lowest_ev=5.6088 total_charge=+1
C 3.0274 -0.6553 0.4969
C 2.4292 -0.3838 -0.7952
C 2.2171 -1.0693 1.5409
C 1.0799 -0.4517 -1.0192
C 0.9058 -1.3836 1.2071
C -1.4801 1.4957 -0.1345
C -2.5183 2.5316 -0.4818
C -0.9520 -1.3499 -0.2162
N -1.9594 -1.9165 0.0278
N 0.3838 -1.0626 -0.0046
O -0.3504 1.5412 0.1721
O -3.0544 -2.3660 0.1890
H 4.0832 -0.5559 0.5174
H 3.1291 -0.0676 -1.5324
H 2.6693 -1.2472 2.5343
H 0.4733 -0.0532 -1.8249
H 0.0471 -1.7334 1.8186
H -3.6184 2.3286 -0.1457
H -2.1862 3.5712 -0.3200
H -2.5336 2.3838 -1.5935
H -1.7926 0.4438 -0.4361

Entry 6:
18
Properties=species:S:1:pos:R:3 method="wB97M-V/def2-TZVPD" orbital_gap_ev=9.8 homo_ev=-8.86 multiplicity=1 e_above_lowest_ev=1.7182
C 1.2270 0.2998 -0.8760
C 1.4528 1.3933 0.1172
C -0.2973 -1.0879 0.5081
N 0.0467 -2.0633 1.4074
C 0.6702 -0.8914 -0.5798
C -1.8043 0.7143 0.0563
O -1.2170 0.9791 -1.2857
N -1.3786 -0.4324 0.7361
H -1.4229 0.2194 -1.8417
H 1.7967 0.3909 -1.7935
H 0.7158 -2.7588 1.1264
H -0.6695 -2.3495 2.0538
H 0.7767 -1.7266 -1.2625
H 2.5204 1.5354 0.2813
H 0.9694 1.1756 1.0668
H 1.0512 2.3288 -0.2731
H -2.8978 0.6534 -0.0555
H -1.5396 1.6198 0.6145

Repeat the second record exactly.
13
Properties=species:S:1:pos:R:3 method="wB97M-V/def2-TZVPD" orbital_gap_ev=10.2 homo_ev=-9.22 smiles="CN1CC(=O)C1" multiplicity=1 e_above_lowest_ev=1.9997
C 0.0583 1.5676 0.1837
N -0.0410 0.3565 -0.6062
C 1.0343 -0.6294 -0.3551
C -0.0290 -1.6259 0.0987
O -0.0194 -2.7394 0.5408
C -1.1051 -0.5769 -0.1726
H -0.8286 2.1880 0.0215
H 0.1492 1.3707 1.2705
H 0.9342 2.1443 -0.1294
H 1.5936 -0.9185 -1.2523
H 1.7436 -0.3524 0.4381
H -1.6587 -0.2693 0.7264
H -1.8192 -0.8373 -0.9625